12
Properties=species:S:1:pos:R:3:forces:R:3 method="wB97M-V/def2-TZVPD" relative_energy_kcal_mol=27.4 energy_ha=-716.00748 lumo_ev=1.07 orbital_gap_ev=11.64 smiles=F[C@@H](Cl)C1CC1 charge=0 max_force_ha_per_bohr=0.0764
C -0.576 0.416 -0.001 -1.78 -0.29 -1.45
C 0.348 -0.140 -1.043 -0.53 -0.74 0.99
C -0.054 -1.519 -1.495 0.01 -1.58 1.98
C 1.183 -1.334 -0.579 -0.01 1.01 -3.80
H -1.572 0.795 -0.403 1.49 -0.04 0.10
H 0.707 0.651 -1.639 0.53 0.25 -1.32
H -0.835 -2.250 -1.034 1.00 2.22 -0.76
H 0.137 -1.783 -2.484 0.45 -0.22 -1.57
H 0.909 -1.491 0.377 -0.01 -1.16 3.09
H 2.196 -1.594 -0.939 -0.83 0.59 0.30
F -0.926 -0.642 0.743 -1.10 -1.29 1.81
Cl 0.082 1.583 1.068 0.78 1.25 0.62


47
Properties=species:S:1:pos:R:3:forces:R:3 method="wB97M-V/def2-TZVPD" energy_ha=-3018.11424 lumo_ev="-5.36 / -8.00" multiplicity=5 orbital_gap_ev="8.73 / 6.69" charge=+2 max_force_ha_per_bohr=0.0092
Co -0.206 0.087 0.643 0.02 0.01 -0.24
C -1.408 -2.695 -3.819 0.00 0.04 0.20
N -1.367 -2.416 -2.376 -0.03 -0.12 -0.14
C -1.910 -3.217 -1.408 0.02 0.03 -0.12
C -1.659 -2.616 -0.212 0.07 0.12 0.01
N -0.969 -1.457 -0.446 -0.03 -0.08 0.14
C -0.801 -1.355 -1.763 -0.04 -0.02 0.01
P 0.064 0.012 -2.613 0.04 0.01 -0.22
C 1.575 0.045 -1.582 0.08 -0.02 -0.01
N 1.612 0.064 -0.250 0.08 0.01 0.26
C 2.928 0.076 0.123 -0.12 0.00 0.00
C 3.696 0.064 -1.001 -0.03 0.00 -0.15
N 2.835 0.045 -2.066 0.14 -0.01 -0.10
C 3.249 0.025 -3.477 -0.05 0.00 0.20
C -0.813 1.410 -1.829 -0.05 -0.01 0.03
N -0.981 1.570 -0.518 -0.04 0.11 0.11
C -1.692 2.727 -0.336 0.09 -0.12 0.01
C -1.956 3.267 -1.559 0.02 -0.03 -0.13
N -1.400 2.430 -2.489 -0.02 0.13 -0.16
C -1.445 2.639 -3.944 -0.01 -0.03 0.20
H -1.907 -3.648 -3.961 -0.01 -0.01 -0.01
H -1.967 -1.921 -4.337 0.00 0.02 0.00
H -0.399 -2.761 -4.218 0.02 0.01 0.00
H -2.422 -4.134 -1.649 0.01 0.02 0.00
H -1.926 -2.943 0.779 0.01 0.02 -0.02
H 3.238 0.090 1.153 -0.01 0.00 -0.02
H 4.765 0.068 -1.131 -0.03 0.00 -0.01
H 4.334 0.035 -3.505 0.01 0.00 -0.02
H 2.890 -0.878 -3.963 -0.02 -0.01 0.00
H 2.873 0.905 -3.992 -0.02 0.01 -0.01
H -1.962 3.097 0.638 0.01 -0.02 -0.02
H -2.483 4.163 -1.841 0.02 -0.03 0.01
H -1.956 3.577 -4.134 -0.01 0.01 0.00
H -0.437 2.699 -4.346 0.02 -0.01 0.00
H -1.993 1.833 -4.423 0.00 -0.02 -0.01
Te -1.543 0.206 2.877 -0.47 0.01 0.00
C -0.555 0.024 4.651 0.21 0.02 -0.07
C -1.359 -0.080 5.792 0.20 0.00 0.20
C -0.747 -0.193 7.029 -0.11 0.00 -0.05
C 0.639 -0.191 7.121 0.03 -0.01 0.09
C 1.434 -0.081 5.984 0.02 0.01 -0.10
C 0.844 0.025 4.739 -0.02 -0.05 0.20
H -2.439 -0.073 5.717 0.01 0.00 -0.02
H -1.350 -0.278 7.923 0.01 0.00 -0.01
H 1.109 -0.276 8.092 0.00 0.00 -0.01
H 2.512 -0.080 6.074 -0.01 0.00 0.01
H 1.455 0.108 3.851 -0.02 0.01 -0.03